[1]
Entry from OMol25: a structure of composition C4H4Cl2IrO4Sc (ωB97M-V with the def2-TZVPD basis set).

Structure (XYZ):
```
16
Properties=species:S:1:pos:R:3:mulliken_charge:R:1
Sc 0.3940 0.3229 -5.5013 0.877
Ir -0.1124 0.2560 -1.0568 1.095
Cl -1.4500 1.2367 -4.3090 0.108
Cl 0.9107 -0.2263 -3.2149 -0.133
C -0.4487 -1.4543 -0.4733 0.539
C -0.0589 1.3471 -7.6274 0.583
C 0.5804 -0.9810 -7.4427 0.487
O -0.2685 -2.4401 0.1980 -0.081
O 0.0847 1.5899 -8.7525 0.049
O 0.1754 -1.4860 -8.4126 0.024
C 0.3177 2.2222 1.5163 -0.465
O 0.0961 2.0149 0.0654 -0.448
H -0.5582 2.7718 1.8897 0.315
H 1.2693 2.7616 1.7597 0.323
H 0.4042 1.2735 2.0794 0.265
H 0.6419 2.6808 -0.4405 0.460
```

Output
energy above the lowest of the compared OMol25 structures with the same formula, charge and spin: 43.9 kcal/mol
E_HOMO (alpha / beta): -25.96 / -25.75 eV
spin multiplicity: 5
expectation value of S²: 6.02
net charge: +4
orbital gap (alpha / beta): 7.753 / 4.549 eV

[2]
Entry from OMol25: a structure of composition C4H4Cl3F3 (ωB97M-V with the def2-TZVPD basis set).

Structure (XYZ):
```
14
Properties=species:S:1:pos:R:3:mulliken_charge:R:1
C -2.2287 1.3045 -0.0676 -0.268
C -2.1814 0.1458 -0.6993 0.464
C 1.8815 -0.5582 1.1260 -1.040
C 1.4312 -0.5628 -0.3696 0.724
H -3.1532 1.5601 0.5216 0.330
H 1.9222 -1.5928 1.5069 0.305
H 2.8599 -0.0478 1.1527 0.336
H 1.2097 0.1055 1.7954 0.272
F -1.2433 -0.1678 -1.5330 -0.214
F 2.1251 -1.3551 -1.1814 -0.229
F 0.2058 -1.0064 -0.3200 -0.190
Cl -0.8183 2.2572 -0.2701 -0.128
Cl -3.4017 -1.1205 -0.4561 -0.177
Cl 1.3910 1.0384 -1.2053 -0.187
```

Output
energy above the lowest of the compared OMol25 structures with the same formula, charge and spin: 0.0 kcal/mol
E_HOMO: -9.41 eV
orbital gap: 10.121 eV

[3]
Entry from OMol25: the molecule C4H4Cl3NS (ωB97M-V with the def2-TZVPD basis set).

Structure (XYZ):
```
13
Properties=species:S:1:pos:R:3:mulliken_charge:R:1
C -1.1481 1.3104 1.1196 0.479
C -1.2999 0.9766 -1.2457 -0.307
C 0.9988 -0.0986 0.1597 -0.038
C 1.0714 -1.5159 -0.1735 -0.474
N -1.4926 1.3941 -0.0343 -0.206
S 0.4283 0.4974 1.6451 -0.060
Cl -2.3060 1.2949 2.3870 -0.126
Cl 2.4171 0.7531 -0.3577 -0.198
Cl 1.9838 -2.3852 1.2580 -0.244
H -1.4117 1.6861 -2.0624 0.281
H -1.1050 -0.0841 -1.4511 0.276
H 1.7647 -1.6599 -1.0222 0.357
H 0.0993 -2.1690 -0.2225 0.260
```

Output
energy above the lowest of the compared OMol25 structures with the same formula, charge and spin: 75.9 kcal/mol
E_HOMO (alpha / beta): -8.08 / -7.62 eV
orbital gap (alpha / beta): 7.045 / 6.174 eV

[4]
Entry from OMol25: the molecule C4H4ClF3 (ωB97M-V with the def2-TZVPD basis set).

Structure (XYZ):
```
12
Properties=species:S:1:pos:R:3:mulliken_charge:R:1
C -1.3024 -0.1962 0.8047 -0.001
C 0.1547 0.1785 1.1732 -0.118
C 0.3339 0.7667 -0.2331 -0.186
C -0.9737 0.0244 -0.7116 -0.079
H -1.6098 -1.2251 1.0730 0.366
H 0.2530 0.7319 2.0650 0.409
H 0.1213 1.8302 -0.2409 0.331
H -1.7453 0.6268 -1.2073 0.357
F -2.1691 0.7024 1.1618 -0.296
F 0.9539 -0.9199 1.2340 -0.303
F -0.6938 -1.1808 -1.3303 -0.308
Cl 1.8169 0.3518 -1.0281 -0.172
```

Output
energy above the lowest of the compared OMol25 structures with the same formula, charge and spin: 19.8 kcal/mol
E_HOMO: -10.78 eV
structure (SMILES): F[C@@H]1[C@@H](F)[C@@H](Cl)[C@H]1F
orbital gap: 11.645 eV

[5]
Entry from OMol25: the molecule C4H4ClN (ωB97M-V with the def2-TZVPD basis set).

Structure (XYZ):
```
10
Properties=species:S:1:pos:R:3:mulliken_charge:R:1
C -2.3333 -0.2517 1.6273 0.070
C -0.3370 -0.5959 -0.3547 -0.704
C 0.3058 0.3043 0.6415 -0.528
C -0.6820 -0.6892 1.0546 0.579
N -3.2493 0.2581 2.0713 -0.339
Cl -0.1296 -2.2129 1.8294 -0.191
H -0.9731 -0.0542 -1.0663 0.246
H 0.2703 -1.3255 -0.6544 0.340
H 1.3169 0.1160 0.7700 0.264
H -0.0096 1.3496 0.6146 0.262
```

Output
energy above the lowest of the compared OMol25 structures with the same formula, charge and spin: 63.3 kcal/mol
E_HOMO: -11.16 eV
structure (SMILES): N#CC1(Cl)CC1
orbital gap: 11.814 eV

[6]
Entry from OMol25: the molecule C4H4ClNOS (ωB97M-V with the def2-TZVPD basis set).

Structure (XYZ):
```
12
Properties=species:S:1:pos:R:3:mulliken_charge:R:1
C 0.8122 1.0100 -0.0411 -0.365
C -0.6555 1.2588 -0.2544 -0.366
C -1.2082 -0.0269 0.4498 0.013
C -0.1974 -1.0333 0.3274 0.333
H 2.3497 -1.2513 -1.4309 0.171
H 1.5819 1.6790 -0.1437 0.482
H -1.5151 1.9697 -0.6537 0.311
H -1.6200 0.3522 1.6334 0.298
N 1.1415 -0.2633 0.4480 -0.019
O -0.3786 -2.2717 -0.0407 -0.501
S 2.6494 -0.7516 -0.1125 -0.163
Cl -2.9600 -0.6715 -0.1815 -0.195
```

Output
energy above the lowest of the compared OMol25 structures with the same formula, charge and spin: 89.6 kcal/mol
E_HOMO: -9.19 eV
structure (SMILES): O=C1[C@H](Cl)C=CN1S
orbital gap: 8.727 eV

[7]
Entry from OMol25: a structure of composition C4H4ClNOS (ωB97M-V with the def2-TZVPD basis set).

Structure (XYZ):
```
12
Properties=species:S:1:pos:R:3:mulliken_charge:R:1
C 0.4434 0.6129 -0.1182 0.545
C -0.5770 -0.3556 0.2121 0.166
C -0.1106 1.8746 -0.1471 0.477
C -0.3256 -1.7977 0.2282 -1.062
N -1.7522 0.1575 0.3592 -0.525
O 1.7122 0.3800 -0.2665 -0.496
S -1.7957 1.7482 0.1750 0.030
Cl 0.8358 3.1744 -0.7442 -0.265
H 0.6814 -2.1935 -0.1932 0.265
H -0.2107 -2.3164 1.2540 0.253
H -1.0465 -2.5078 -0.2543 0.311
H 2.1455 1.2233 -0.5051 0.302
```

Output
energy above the lowest of the compared OMol25 structures with the same formula, charge and spin: 11.5 kcal/mol
E_HOMO: -8.79 eV
orbital gap: 9.327 eV

[8]
Entry from OMol25: the molecule C4H4ClNS (ωB97M-V with the def2-TZVPD basis set).

Structure (XYZ):
```
11
Properties=species:S:1:pos:R:3:mulliken_charge:R:1
C 0.2878 1.3238 -0.5361 0.441
C -0.5873 0.1458 -0.7654 -0.380
C 0.3683 -1.2495 0.7410 -0.304
C 0.2843 0.2863 0.5010 -0.234
H -0.1174 2.2323 0.1436 0.262
H -0.0927 -0.2025 -1.6049 0.307
H 0.9715 -1.9383 1.5084 0.286
H -0.1487 0.4595 1.5138 0.194
N -0.6718 -1.8824 0.5812 -0.322
S -1.9483 -0.7836 -0.4984 -0.098
Cl 1.6543 1.6086 -1.5841 -0.152
```

Output
energy above the lowest of the compared OMol25 structures with the same formula, charge and spin: 127.4 kcal/mol
E_HOMO: -9.23 eV
structure (SMILES): Cl[C@@H]1[C@@H]2C=NS[C@@H]12
orbital gap: 9.407 eV

[9]
Entry from OMol25: a cluster of 2 separate species, C4H4ClO3P in total (ωB97M-V with the def2-TZVPD basis set).

Structure (XYZ):
```
13
Properties=species:S:1:pos:R:3:mulliken_charge:R:1
C 2.2383 1.2016 0.6667 -0.828
C 1.3422 0.0428 0.5425 -0.018
C -1.2923 -0.8128 -0.7612 -0.150
C 1.6557 -1.2299 0.2612 -0.566
O -1.9609 0.2229 -1.4870 -0.426
O -3.9946 -0.8370 -0.2236 -0.737
O -2.7253 1.0881 0.8374 -0.738
P -2.7145 -0.1205 -0.0044 0.810
Cl 3.5391 -1.3106 -0.1313 -0.429
H 1.8525 2.3247 0.6894 0.206
H 3.2077 1.1537 0.1800 0.242
H 0.3307 0.1020 0.8223 0.460
H -1.4784 -1.8251 -1.3920 0.173
```

Output
energy above the lowest of the compared OMol25 structures with the same formula, charge and spin: 30.4 kcal/mol
E_HOMO (alpha / beta): -0.11 / -0.40 eV
net charge: -2
orbital gap (alpha / beta): 6.041 / 6.342 eV

[10]
Entry from OMol25: a structure of composition C4H4CuO5 (ωB97M-V with the def2-TZVPD basis set).

Structure (XYZ):
```
14
Properties=species:S:1:pos:R:3:mulliken_charge:R:1
O -0.0399 -0.8710 1.0917 -0.361
C 0.8202 -0.6709 0.0214 1.147
C -1.3722 -0.5346 0.7265 -0.348
O 1.4469 0.9772 0.3788 0.094
O 0.0347 -0.6764 -1.1250 -0.366
C -1.3460 -0.5739 -0.8072 -0.373
H -1.6114 0.4682 1.1016 0.257
H -2.0506 -1.2792 1.1610 0.258
H -1.7544 0.3432 -1.2501 0.287
H -1.8646 -1.4523 -1.2165 0.251
O 1.8646 -1.3769 -0.0123 -0.818
O 1.4758 3.2120 0.5118 -0.293
C 1.1869 2.2118 -0.1696 -1.058
Cu 3.2099 0.2230 -0.4120 0.322
```

Output
energy above the lowest of the compared OMol25 structures with the same formula, charge and spin: 94.1 kcal/mol
E_HOMO (alpha / beta): -2.00 / -2.00 eV
net charge: -1
orbital gap (alpha / beta): 4.731 / 4.732 eV